The following is a quantum chemistry calculation of C29H45As2CaN9O2 as an isolated structure, from the OMol25 dataset.

Kohn-Sham gap = 7.47 eV
Relative energy (zero: lowest compared OMol25 entry of this formula, charge and spin) = 0.202 eV

The geometry in ORCA input format:
```
! wB97M-V def2-TZVPD RIJCOSX def2/J DEFGRID3
* xyz 2 1
As 1.9185 1.7948 1.5498
As -1.3400 2.2614 0.9431
Ca 1.0381 -0.2450 -0.6519
O -6.9371 -2.7472 -1.0158
O -6.4077 -1.0526 0.3017
N -0.4458 -1.4602 0.8881
N 2.4182 -1.6558 0.8212
N 0.9422 -2.5574 2.4153
N -0.6304 -1.6068 -2.1888
N 3.1833 -2.8036 2.7216
N 2.1306 -1.8493 -2.4684
N 3.0677 1.0999 -1.6390
N -1.3431 -2.8396 2.5597
N 0.2271 1.7159 -2.1894
C -4.6800 -1.8349 -1.0965
C 3.9842 -2.8963 -3.5650
C 1.2982 1.3146 3.3436
C 2.0793 4.7102 1.4334
C 2.5844 2.4003 -2.1495
C 2.2044 -2.3111 1.9081
C -4.0165 -2.9791 -1.5225
C -2.6952 -2.3977 2.2533
C -0.5727 5.1004 0.7564
C -1.2586 -4.1329 3.2309
C -4.0038 -0.6159 -1.0821
C 3.7811 2.1428 2.0001
C -2.0183 -1.6903 -1.9046
C -0.1202 3.8060 0.9964
C 1.3086 -2.4841 -3.3181
C 1.6118 5.9937 1.1868
C -2.6858 -2.9101 -1.9112
C 1.3581 2.1915 -3.0105
C 3.4336 -2.0649 -2.5968
C -0.3135 -2.2648 1.8819
C 0.2843 6.1881 0.8438
C 1.7670 -3.3235 -4.3197
C 3.1327 -3.5309 -4.4487
C -0.1500 -2.3318 -3.1126
C -2.2118 2.5302 2.6708
C -2.8059 2.9790 -0.1350
C 1.2298 3.6111 1.3375
C -6.0700 -1.8478 -0.5265
C -2.6860 -0.5431 -1.4831
H -0.0894 7.1847 0.6508
H -0.7966 -2.9167 -3.7720
H 2.9865 -3.5726 3.3401
H -2.1528 -3.8178 -2.1650
H 3.1183 4.5779 1.7030
H -3.1660 3.9240 0.2653
H -4.5036 -3.9467 -1.5010
H 3.4129 -1.6451 0.6138
H -1.5100 2.3667 3.4862
H -2.7446 -1.3089 2.2325
H -2.1557 0.4007 -1.4470
H -1.5406 -4.0415 4.2805
H 0.9245 -2.8747 3.3705
H 2.2834 6.8381 1.2646
H -0.5502 1.4801 -2.7980
H 4.3141 2.6060 1.1700
H 1.0667 -3.8120 -4.9840
H 1.3020 2.1872 3.9955
H -0.0877 2.4860 -1.6033
H 2.3269 3.0287 -1.2916
H 3.5026 0.6001 -2.4099
H 4.1376 -2.7412 2.4108
H 3.8065 1.2611 -0.9608
H 1.1288 3.1252 -3.5314
H 5.0537 -3.0381 -3.6219
H 4.0785 -1.5517 -1.8915
H -1.9382 -4.8401 2.7519
H -6.5902 -3.2076 -1.7896
H 3.8597 2.7854 2.8758
H 3.3460 2.9274 -2.7294
H -4.5346 0.2587 -0.7319
H -0.2595 -4.5545 3.1656
H 4.2486 1.1837 2.2252
H -1.4152 -1.4143 0.5934
H 0.2949 0.8929 3.2950
H -2.5221 3.1188 -1.1785
H -3.0406 1.8294 2.7719
H -3.6241 2.2603 -0.0895
H 1.9699 0.5593 3.7536
H -3.0531 -2.7945 1.2961
H 1.5647 1.4350 -3.7722
H -1.6087 5.2790 0.5012
H -2.5941 3.5484 2.7290
H 3.5196 -4.1815 -5.2207
H -3.3594 -2.7484 3.0395
*
```

Atom-resolved charges from Mulliken, all expressed in e: As 1.671; As 1.113; Ca 2.339; O -0.480; O -0.519; N 0.489; N -0.293; N -0.151; N 0.244; N -0.498; N 0.182; N -0.431; N 0.091; N -0.374; C 0.310; C -1.157; C -1.177; C -0.509; C -0.279; C 0.142; C -0.850; C -1.244; C -0.723; C -1.167; C -1.018; C -1.673; C -0.282; C 0.153; C 0.567; C -0.746; C -0.423; C -0.807; C -0.302; C 0.262; C -0.942; C -1.087; C -0.363; C -0.664; C -1.381; C -1.331; C -0.314; C 0.463; C 0.753; H 0.432; H 0.584; H 0.189; H 0.586; H 0.368; H 0.537; H 0.397; H -0.052; H 0.384; H 0.238; H -0.129; H 0.318; H 0.342; H 0.426; H 0.233; H 0.447; H 0.480; H 0.419; H -0.130; H -0.078; H 0.296; H 0.224; H 0.151; H 0.500; H 0.422; H 0.533; H 0.388; H 0.363; H 0.477; H 0.485; H 0.455; H 0.422; H 0.382; H -0.871; H 0.082; H 0.407; H 0.452; H 0.214; H 0.471; H 0.525; H 0.395; H 0.344; H 0.450; H 0.455; H 0.395

---

The following is a quantum chemistry calculation of C29H45B2ClF8N4O9S in the gas phase in a non-equilibrium geometry, from the OMol25 dataset.

Kohn-Sham gap = 6.60 eV

The geometry in ORCA input format:
```
! wB97M-V def2-TZVPD RIJCOSX def2/J DEFGRID3
* xyz 0 1
Cl -4.7313 -3.4989 1.1475
S -0.1838 1.7219 1.6246
F -1.1774 -6.4197 -0.5326
F -0.5923 1.7546 -3.6455
F -0.4664 -6.5584 -2.7832
F -3.5016 2.8099 -2.9422
F -1.4475 2.7140 -1.5873
F -2.4157 -5.2799 -2.3901
F -3.7676 0.8677 -1.6360
F -3.2655 0.8049 -4.0879
O -0.3754 7.3314 4.0253
O 1.1264 5.1768 0.4826
O 1.0554 6.6421 2.2049
O 0.4340 3.2664 2.5180
O 2.1523 8.5516 6.0258
O -0.6392 9.0163 5.5120
O 0.4895 5.0808 3.8686
O 1.9062 6.9517 4.4450
O 2.4452 2.7934 0.1345
N 0.2884 -1.9922 -4.5810
N 1.4348 3.1501 -2.0739
N -0.7765 -1.1528 -1.6315
N 4.8152 -2.2196 -2.6411
C 2.3793 0.9591 2.7995
C -2.2927 -4.3320 2.1133
C -2.8781 -3.7905 0.7498
C -0.2152 -1.2381 1.0043
C -0.9439 -1.9791 -0.3173
C -0.0389 -3.3792 -0.4704
C -3.1841 0.4661 2.2673
C 0.9503 5.4196 1.6655
C 0.5695 0.1763 0.8119
C -1.6485 -1.5761 -2.7811
C -2.4267 -0.6391 4.5095
C 1.4590 7.9463 5.2244
C 2.0270 0.0718 1.6495
C 0.6037 4.4633 2.6843
C -2.3931 -0.8109 2.8385
C 2.3754 -0.2080 -2.8816
C -2.4748 -2.4600 -0.0349
C -2.9141 1.4218 -2.7538
C 0.8165 0.6966 -0.7606
C -0.9439 -1.2372 2.4486
C -1.1023 -5.6029 -1.7931
C -1.0773 -1.4343 -4.2940
C 3.9518 0.2311 -3.2344
C 5.0722 -0.7339 -2.5321
C 2.1450 -0.1361 -1.2387
C -0.6540 0.3640 -1.3831
C -0.0438 -4.3488 -1.7084
C -1.3089 1.4326 -2.4165
C 0.0618 8.1789 4.9672
B 1.4870 2.1872 -0.8625
B 0.7690 6.5013 3.6361
H -1.8766 -2.7552 -2.7398
H 4.1646 0.2347 -4.3850
H -3.1341 -1.7351 2.6672
H 1.0076 -4.9319 -1.7075
H 3.1514 0.3909 -0.8603
H -2.8763 1.4296 2.8915
H 2.7369 2.0600 2.6249
H 2.0136 3.6137 0.5465
H -2.9919 -4.7338 0.0181
H -0.3325 1.5577 3.0051
H 0.8422 -1.1861 -5.0023
H 5.1133 -0.4866 -1.3660
H 2.8366 -0.7649 1.3849
H -2.8030 -3.8365 3.0739
H -1.8127 -2.1033 -4.9658
H -1.1384 -0.3874 -4.8008
H -0.7654 -2.2998 2.9829
H -3.1472 -2.6618 -1.0099
H 5.5785 -2.7894 -2.1865
H -1.9678 0.3924 4.8192
H 0.7253 -1.9478 1.2935
H -2.6070 -5.4836 2.2137
H 0.2060 -2.6748 -5.3873
H 2.2501 -1.2162 -0.8082
H -3.0142 0.6937 1.1279
H 2.3033 3.0777 -2.6459
H -2.7909 -1.2348 -2.6612
H -1.1504 -4.3241 2.3278
H 4.1762 1.3363 -2.8512
H -0.2051 -0.6057 3.1607
H 1.0865 -2.9636 -0.5107
H 6.1619 -0.5532 -2.9764
H -3.5058 -0.8432 4.9456
H 0.1338 -1.5814 -1.9871
H -1.7340 -1.4812 4.9885
H 1.2549 4.1234 -1.7330
H -4.3424 0.3362 2.4374
H -0.0407 -3.8752 -2.8058
H 3.9506 -2.4880 -2.0854
H 1.5840 0.3917 -3.4982
H -3.0395 -1.4634 0.3194
H 2.2313 0.5510 3.9119
H -1.5046 0.4972 -0.5297
H 2.3696 -1.3775 -3.1267
H -0.0324 -4.0223 0.5262
*
```

Atom-resolved charges from Mulliken, all expressed in e: Cl -0.163; S 0.021; F -0.253; F -0.333; F -0.321; F -0.279; F -0.344; F -0.245; F -0.212; F -0.255; O -0.465; O -0.683; O -0.634; O -0.415; O -0.596; O -0.596; O -0.706; O -0.470; O -1.009; N -0.477; N -0.627; N 1.345; N -0.649; C -1.067; C -1.114; C -0.057; C -0.040; C 1.212; C -0.917; C -1.035; C 0.589; C 0.758; C -0.484; C -1.199; C 0.607; C 0.121; C 0.667; C 0.949; C -0.232; C -1.087; C 0.577; C 0.872; C -1.580; C 0.778; C -1.161; C -0.909; C -0.309; C -1.574; C -0.127; C -0.813; C 0.680; C 0.599; B 1.206; B 1.197; H 0.369; H 0.406; H -0.241; H 0.475; H 0.787; H 0.261; H 0.201; H 0.063; H 0.666; H 0.140; H 0.275; H 0.216; H 0.016; H 0.317; H 0.448; H 0.320; H 0.337; H 0.369; H 0.296; H 0.252; H 0.405; H 0.353; H 0.292; H -0.247; H 0.110; H 0.179; H 0.400; H 0.198; H 0.151; H 0.732; H 0.512; H 0.372; H 0.337; H 0.368; H 0.304; H 0.173; H 0.270; H -0.081; H 0.166; H 0.174; H 0.316; H 0.222; H -1.062; H 0.402; H 0.242